No. 1
Formula: C4H10N
Source: the OMol25 dataset
Level of theory: ωB97M-V/def2-TZVPD

Output
E_LUMO in eV: -4.02
HOMO-LUMO gap in eV: 10.8
Energy relative to the best compared isomer or geometry (same formula, charge and spin) in kJ/mol: 202.64
Total charge: +1
SMILES string: CC/C=C/[NH3+]
HOMO in eV: -14.85

Element x y z (Å)
C: -0.613 -1.275 -1.690
C: 0.166 -1.385 -0.402
C: 0.423 0.055 -0.036
C: 0.216 0.521 1.187
N: 0.321 1.998 1.396
H: -1.375 -0.599 -1.657
H: 0.131 -0.949 -2.476
H: -1.032 -2.234 -2.046
H: -0.622 -1.707 0.384
H: 1.161 -1.962 -0.271
H: 0.730 0.639 -0.883
H: -0.228 -0.040 1.949
H: 0.199 2.532 0.426
H: 1.041 2.253 2.132
H: -0.519 2.152 1.988


No. 2
Formula: C4H10N
Source: the OMol25 dataset
Level of theory: ωB97M-V/def2-TZVPD

Output
E_LUMO (spin up / spin down) in eV: -4.95 / -3.95
HOMO-LUMO gap (spin up / spin down) in eV: 8.0 / 9.7
Energy relative to the best compared isomer or geometry (same formula, charge and spin) in kJ/mol: 583.46
Total charge: +1
HOMO (spin up / spin down) in eV: -12.95 / -13.68

Element x y z (Å)
C: -2.658 -0.590 0.065
C: -0.053 -0.240 0.242
C: 1.105 -0.776 0.525
C: -0.226 1.021 -0.430
N: 2.349 -0.122 0.141
H: -2.851 -0.753 -0.975
H: -2.739 0.424 0.307
H: -2.995 -1.480 0.699
H: 1.267 -1.601 1.132
H: 0.309 1.268 -1.402
H: -0.075 1.892 0.287
H: -1.220 1.146 -0.947
H: 2.827 -0.114 1.074
H: 2.001 0.701 -0.303
H: 2.960 -0.776 -0.416


No. 3
Formula: C4H10N2
Source: the OMol25 dataset
Level of theory: ωB97M-V/def2-TZVPD

Output
E_LUMO in eV: 1.05
HOMO-LUMO gap in eV: 10.6
Energy relative to the best compared isomer or geometry (same formula, charge and spin) in kJ/mol: 113.51
Total charge: 0
SMILES string: [H]/N=C\NCCC
HOMO in eV: -9.54

Element x y z (Å)
H: -0.344 0.419 3.081
N: -0.603 -0.571 3.131
C: -0.236 -1.136 2.062
N: 0.439 -0.551 0.972
C: -0.326 -0.772 -0.290
C: -0.380 0.541 -1.076
C: 0.864 1.008 -1.804
H: -0.152 -2.222 2.071
H: 0.295 0.454 1.062
H: 0.249 -1.414 -0.959
H: -1.339 -1.088 -0.067
H: -0.706 1.341 -0.390
H: -1.255 0.526 -1.733
H: 1.751 1.035 -1.174
H: 0.678 2.008 -2.181
H: 1.065 0.423 -2.704


No. 4
Formula: C4H10N2
Source: the OMol25 dataset
Level of theory: ωB97M-V/def2-TZVPD

Output
E_LUMO in eV: 1.07
HOMO-LUMO gap in eV: 10.7
Energy relative to the best compared isomer or geometry (same formula, charge and spin) in kJ/mol: 123.68
Total charge: 0
SMILES string: [H]/N=C/N.C=CC
HOMO in eV: -9.63

Element x y z (Å)
H: -1.089 1.253 2.738
N: -1.470 1.016 1.825
C: -1.365 -0.240 1.645
N: -2.029 -0.883 0.621
H: -0.789 -0.934 2.260
H: -2.341 -0.239 -0.101
H: -1.437 -1.551 0.133
C: 1.663 -0.920 -0.353
C: 1.160 -0.265 -1.393
C: 0.785 1.200 -1.311
H: 1.854 -1.985 -0.299
H: 1.926 -0.421 0.579
H: 1.068 -0.763 -2.362
H: 0.733 1.601 -2.347
H: 1.531 1.766 -0.756
H: -0.201 1.364 -0.877


No. 5
Formula: C4H10N2
Source: the OMol25 dataset
Level of theory: ωB97M-V/def2-TZVPD

Output
E_LUMO in eV: 1.06
HOMO-LUMO gap in eV: 9.8
Energy relative to the best compared isomer or geometry (same formula, charge and spin) in kJ/mol: 74.18
Total charge: 0
SMILES string: [H]/N=C/NCCC
HOMO in eV: -8.76

Element x y z (Å)
H: -2.266 -2.415 2.384
N: -1.530 -1.763 2.157
C: -1.336 -1.522 0.926
N: -0.277 -0.797 0.491
C: -0.300 -0.141 -0.824
C: 0.975 0.601 -1.086
C: 1.288 1.725 -0.065
H: -1.967 -1.947 0.146
H: 0.268 -0.319 1.191
H: -1.166 0.533 -0.820
H: -0.510 -0.869 -1.569
H: 1.840 -0.045 -1.277
H: 0.968 1.020 -2.097
H: 0.431 1.841 0.600
H: 2.199 1.433 0.442
H: 1.383 2.665 -0.599


No. 6
Formula: C4H10N2
Source: the OMol25 dataset
Level of theory: ωB97M-V/def2-TZVPD

Output
E_LUMO in eV: 1.10
HOMO-LUMO gap in eV: 9.7
Energy relative to the best compared isomer or geometry (same formula, charge and spin) in kJ/mol: 240.58
Total charge: 0
SMILES string: CNC1CNC1
HOMO in eV: -8.57

Element x y z (Å)
C: 2.114 0.245 -0.275
N: 0.984 -0.636 -0.390
C: -0.102 -0.235 0.540
C: -1.393 -0.968 0.040
N: -1.687 0.162 -0.847
C: -0.885 1.017 0.144
H: 2.960 -0.206 -0.891
H: 1.853 1.281 -0.628
H: 2.445 0.295 0.793
H: 1.267 -1.610 -0.185
H: 0.262 -0.146 1.523
H: -1.102 -1.938 -0.475
H: -2.126 -1.020 0.893
H: -2.733 0.510 -1.004
H: -1.498 1.325 1.062
H: -0.358 1.925 -0.299


No. 7
Formula: C4H10N2
Source: the OMol25 dataset
Level of theory: ωB97M-V/def2-TZVPD

Output
E_LUMO in eV: 0.66
HOMO-LUMO gap in eV: 9.6
Energy relative to the best compared isomer or geometry (same formula, charge and spin) in kJ/mol: 111.29
Total charge: 0
SMILES string: CC#N.CCN
HOMO in eV: -8.92

Element x y z (Å)
C: 2.164 0.846 -1.184
C: 1.893 0.003 -0.038
N: 2.001 -0.851 0.739
H: 3.035 0.487 -1.732
H: 2.344 1.867 -0.849
H: 1.297 0.848 -1.851
C: -2.085 -0.130 -0.319
C: -1.102 0.081 0.820
N: -0.730 -1.144 1.454
H: -2.366 0.820 -0.770
H: -2.983 -0.615 0.053
H: -1.646 -0.770 -1.084
H: -0.096 0.556 0.389
H: -1.506 0.767 1.569
H: 0.128 -0.974 2.035
H: -0.347 -1.791 0.768


No. 8
Formula: C4H10N2
Source: the OMol25 dataset
Level of theory: ωB97M-V/def2-TZVPD

Output
E_LUMO (spin up / spin down) in eV: -3.91 / -7.79
⟨S²⟩: 0.760
HOMO-LUMO gap (spin up / spin down) in eV: 8.8 / 4.9
Multiplicity: 2
Energy relative to the best compared isomer or geometry (same formula, charge and spin) in kJ/mol: 254.44
Total charge: +1
HOMO (spin up / spin down) in eV: -12.67 / -12.66

Element x y z (Å)
C: 1.721 -0.038 0.075
C: 0.327 -0.353 0.626
C: -0.788 0.095 -0.249
C: -1.779 0.859 0.231
N: -3.010 0.891 -0.401
N: 2.453 -1.267 -0.420
H: 2.291 0.651 0.783
H: 1.632 0.551 -0.826
H: 0.302 -1.490 0.791
H: 0.335 0.259 1.630
H: -0.814 -0.443 -1.272
H: -1.613 1.440 1.000
H: -3.253 0.341 -1.183
H: -3.373 1.813 -0.481
H: 3.407 -1.125 -0.035
H: 2.164 -2.186 -0.269


No. 9
Formula: C4H10N2
Source: the OMol25 dataset
Level of theory: ωB97M-V/def2-TZVPD

Output
E_LUMO (spin up / spin down) in eV: -5.53 / -9.05
⟨S²⟩: 0.752
HOMO-LUMO gap (spin up / spin down) in eV: 6.7 / 3.1
Multiplicity: 2
Energy relative to the best compared isomer or geometry (same formula, charge and spin) in kJ/mol: 298.36
Total charge: +1
HOMO (spin up / spin down) in eV: -12.22 / -12.19

Element x y z (Å)
C: 0.253 2.294 1.578
C: 1.414 1.449 1.834
C: 2.459 1.317 0.894
H: -0.224 2.516 2.526
H: 0.542 3.219 1.089
H: -0.437 1.639 1.029
H: 1.496 0.963 2.799
H: 3.208 0.541 1.067
H: 2.526 1.976 0.035
N: -1.960 -2.217 -0.632
C: -1.505 -1.364 -1.606
N: -0.324 -1.430 -2.058
H: -1.370 -3.034 -0.547
H: -2.944 -2.435 -0.638
H: -2.276 -0.703 -2.006
H: -0.195 -0.701 -2.751


No. 10
Formula: C4H10N2
Source: the OMol25 dataset
Level of theory: ωB97M-V/def2-TZVPD

Output
E_LUMO (spin up / spin down) in eV: -4.61 / -8.17
⟨S²⟩: 0.758
HOMO-LUMO gap (spin up / spin down) in eV: 11.0 / 7.4
Multiplicity: 2
Energy relative to the best compared isomer or geometry (same formula, charge and spin) in kJ/mol: 279.74
Total charge: +1
HOMO (spin up / spin down) in eV: -15.58 / -15.52

Element x y z (Å)
C: -2.190 -0.074 0.749
C: -0.656 0.132 0.742
C: -0.086 0.930 -0.410
N: 1.882 -1.131 -1.078
C: 2.226 -0.003 -0.394
N: 1.433 1.079 -0.351
H: -2.660 0.941 0.496
H: -2.588 -0.871 0.106
H: -2.442 -0.356 1.772
H: -0.389 0.722 1.646
H: -0.245 -1.020 0.826
H: -0.368 1.925 -0.259
H: -0.376 0.570 -1.395
H: 2.310 -1.958 -0.665
H: 0.962 -1.069 -1.682
H: 3.185 0.182 -0.100


No. 11
Formula: C4H10N2O
Source: the OMol25 dataset
Level of theory: ωB97M-V/def2-TZVPD

Output
E_LUMO in eV: 1.00
HOMO-LUMO gap in eV: 10.3
Energy relative to the best compared isomer or geometry (same formula, charge and spin) in kJ/mol: 120.87
Total charge: 0
SMILES string: CNC(=O)[C@@H](C)N
HOMO in eV: -9.33

Element x y z (Å)
C: -2.145 -0.195 0.868
N: -1.587 -0.655 -0.405
C: -0.222 -0.824 -0.615
O: 0.166 -1.493 -1.541
C: 0.644 0.198 0.120
C: 2.142 -0.208 -0.101
N: 0.394 1.544 -0.342
H: -1.396 -0.320 1.650
H: -2.402 0.861 0.804
H: -3.004 -0.753 1.216
H: -2.152 -1.289 -0.934
H: 0.543 0.202 1.206
H: 2.539 0.304 -0.977
H: 2.244 -1.272 -0.317
H: 2.778 0.055 0.748
H: 1.185 2.114 -0.065
H: 0.273 1.731 -1.315


No. 12
Formula: C4H10N2O
Source: the OMol25 dataset
Level of theory: ωB97M-V/def2-TZVPD

Output
E_LUMO in eV: 0.81
HOMO-LUMO gap in eV: 10.0
Energy relative to the best compared isomer or geometry (same formula, charge and spin) in kJ/mol: 374.29
Total charge: 0
SMILES string: [H]/N=C(C)\C=N\[H].CO
HOMO in eV: -9.21

Element x y z (Å)
H: -1.641 1.250 1.626
N: -2.117 0.781 0.846
C: -1.328 -0.044 0.252
C: -1.792 -0.827 -0.940
C: 0.122 -0.559 1.025
N: 0.691 -1.634 0.642
H: 1.102 -2.141 1.427
H: -0.966 -1.378 -1.398
H: -2.172 -0.148 -1.709
H: -2.577 -1.530 -0.652
H: 0.106 -0.192 2.058
C: 2.095 1.011 -0.636
O: 1.084 1.238 0.345
H: 1.964 1.593 -1.551
H: 2.195 -0.006 -1.015
H: 3.065 1.260 -0.199
H: 0.168 1.327 -0.119


No. 13
Formula: C4H10N2O
Source: the OMol25 dataset
Level of theory: ωB97M-V/def2-TZVPD

Output
E_LUMO in eV: 0.83
HOMO-LUMO gap in eV: 10.1
Energy relative to the best compared isomer or geometry (same formula, charge and spin) in kJ/mol: 96.63
Total charge: 0
SMILES string: CC[C@@H](N)C(N)=O
HOMO in eV: -9.31

Element x y z (Å)
C: 1.863 1.135 -0.292
C: 0.368 0.839 -0.380
C: -0.101 -0.410 0.363
N: 0.311 -0.524 1.750
C: -1.550 -0.886 0.133
N: -1.671 -1.392 -1.158
O: -2.464 -0.905 0.907
H: 2.074 2.179 -0.513
H: 2.433 0.526 -1.002
H: 2.277 0.908 0.702
H: -0.192 1.679 0.064
H: 0.046 0.800 -1.420
H: 0.458 -1.198 -0.187
H: -0.435 -0.847 2.357
H: 0.497 0.409 2.115
H: -1.290 -0.850 -1.927
H: -2.624 -1.463 -1.513


No. 14
Formula: C4H10N2O
Source: the OMol25 dataset
Level of theory: ωB97M-V/def2-TZVPD

Output
E_LUMO in eV: 0.61
HOMO-LUMO gap in eV: 8.1
Energy relative to the best compared isomer or geometry (same formula, charge and spin) in kJ/mol: 292.97
Total charge: 0
SMILES string: N/C=C/N.C=CO
HOMO in eV: -7.48

Element x y z (Å)
N: 1.153 0.358 1.509
C: 1.589 0.293 0.170
C: 1.646 1.378 -0.621
N: 1.882 1.343 -2.022
H: 1.467 -0.506 2.008
H: 0.139 0.366 1.572
H: 1.990 -0.652 -0.197
H: 1.429 2.330 -0.156
H: 1.599 2.151 -2.492
H: 1.579 0.511 -2.518
C: -2.533 -0.297 -0.092
C: -1.843 -1.339 0.358
O: -2.003 -1.819 1.609
H: -2.358 0.042 -1.107
H: -3.147 0.299 0.569
H: -1.019 -1.748 -0.229
H: -1.569 -2.709 1.638


No. 15
Formula: C4H10N2O
Source: the OMol25 dataset
Level of theory: ωB97M-V/def2-TZVPD

Output
E_LUMO in eV: 0.94
HOMO-LUMO gap in eV: 10.0
Energy relative to the best compared isomer or geometry (same formula, charge and spin) in kJ/mol: 159.57
Total charge: 0
SMILES string: [H]/N=C(/N)[C@H](C)OC
HOMO in eV: -9.04

Element x y z (Å)
H: 0.233 2.104 1.051
N: -0.682 1.898 0.663
C: -0.815 0.707 0.242
N: -1.943 0.377 -0.462
C: 0.173 -0.430 0.447
C: 0.890 -0.392 1.787
O: 1.185 -0.182 -0.605
C: 0.795 -0.455 -1.925
H: -2.659 1.086 -0.459
H: -2.205 -0.593 -0.520
H: -0.329 -1.404 0.295
H: 1.549 -1.257 1.874
H: 0.164 -0.396 2.599
H: 1.505 0.502 1.859
H: 0.012 0.232 -2.269
H: 1.682 -0.307 -2.536
H: 0.446 -1.491 -2.040